75
Properties=species:S:1:pos:R:3 method="wB97M-V/def2-TZVPD" total_charge=+3 multiplicity=5 gap_ev="7.678 / 4.872" molar_mass_g_mol=860.09 energy_ev=-105783.40447
Ir 0.627 -1.178 0.209
C 5.375 -0.717 0.346
N 4.691 -1.169 1.559
C 5.507 -1.573 2.704
C 3.364 -1.299 1.557
N 2.630 -1.152 0.478
N 2.780 -1.593 2.777
C 1.477 -1.924 3.066
N 1.267 -2.294 4.337
N 0.528 -1.854 2.177
H 6.367 -0.375 0.622
H 4.844 0.128 -0.097
H 5.469 -1.528 -0.381
H 6.550 -1.532 2.407
H 5.288 -2.600 2.998
H 5.382 -0.893 3.548
H 3.183 -1.001 -0.356
H 3.414 -1.599 3.562
H 2.014 -2.397 5.003
H 0.344 -2.542 4.651
H -0.369 -2.134 2.551
C -6.990 -2.724 2.128
C -5.670 -2.439 1.532
C -5.112 -1.140 1.575
C -3.906 -0.856 0.992
C -3.337 0.526 1.074
C -3.208 -1.913 0.317
Te -1.596 -1.447 -0.941
C -3.710 -3.257 0.343
C -2.964 -4.415 -0.249
C -4.933 -3.478 0.926
H -7.508 -1.831 2.462
H -6.859 -3.397 2.982
H -7.612 -3.273 1.417
H -5.671 -0.361 2.076
H -4.121 1.244 1.302
H -2.844 0.825 0.148
H -2.588 0.579 1.868
H -1.980 -4.150 -0.637
H -3.539 -4.862 -1.060
H -2.827 -5.182 0.514
H -5.358 -4.474 0.928
C 1.341 1.861 1.625
Ge 0.983 1.205 -0.184
C 2.497 1.474 -1.385
C 2.867 0.533 -2.347
C 3.932 0.761 -3.205
C 4.652 1.945 -3.106
C 4.295 2.894 -2.160
C 3.225 2.661 -1.310
C -0.446 2.396 -0.934
C -0.891 3.462 -0.131
C -1.845 4.367 -0.555
C -2.393 4.257 -1.836
C -1.968 3.235 -2.690
C -2.472 3.155 -4.003
C -1.998 2.188 -4.891
C -1.025 1.298 -4.474
C -0.523 1.352 -3.169
C -0.983 2.302 -2.244
H 1.556 2.929 1.633
H 2.230 1.350 1.994
H 0.515 1.660 2.302
H 2.301 -0.391 -2.452
H 4.202 0.025 -3.949
H 5.483 2.130 -3.773
H 4.853 3.817 -2.088
H 2.967 3.423 -0.583
H -0.478 3.581 0.861
H -2.168 5.169 0.093
H -3.122 4.978 -2.177
H -3.225 3.859 -4.327
H -2.384 2.151 -5.899
H -0.638 0.557 -5.160
H 0.266 0.665 -2.886